A structure of composition C2BrI3 at a distorted geometry, computed with ωB97M-V/def2-TZVPD.

Geometry as XYZ:
```
6
Properties=species:S:1:pos:R:3:nbo_charge:R:1
C 0.493 -1.137 -0.627 -0.353
C -1.393 0.730 0.575 -0.517
Br 1.687 -0.131 -1.598 0.162
I 1.282 -2.841 0.325 0.222
I -1.741 2.098 -0.921 0.245
I -0.327 1.281 2.245 0.240
```

Calculated values
Frontier orbital gap (spin up / spin down): 6.45 / 6.44 eV
ΔE to the lowest compared entry with this formula, charge and spin: 538.6 kJ/mol
Max |F|: 1.11 eV Å⁻¹
2S+1: 1
M: 484.6 g/mol
Charge: 0
E: -3543.0569 Ha

---

A cluster of 2 separate species, C4H10O3 in total at a distorted geometry, computed with ωB97M-V/def2-TZVPD.

Geometry as XYZ:
```
17
Properties=species:S:1:pos:R:3:nbo_charge:R:1
O -0.020 2.205 -2.481 -0.101
C 0.539 1.393 -1.849 0.468
C 0.435 1.438 -0.281 -0.448
C 0.670 0.037 0.341 0.102
C 0.327 0.214 1.819 -0.630
O -0.117 -0.905 -0.301 -0.675
H 1.183 0.563 -2.219 0.292
H -0.567 1.784 -0.009 0.266
H 1.101 2.259 -0.032 0.291
H 1.725 -0.202 0.216 0.212
H 0.616 -0.688 2.366 0.269
H -0.761 0.326 1.964 0.229
H 0.809 1.084 2.243 0.237
H -1.050 -0.619 -0.290 0.482
H -2.189 -2.561 -0.868 0.450
H -0.896 -3.024 -0.219 0.471
O -1.804 -3.306 -0.398 -0.915
```

Calculated values
Frontier orbital gap (spin up / spin down): 8.49 / 4.43 eV
ΔE to the lowest compared entry with this formula, charge and spin: 130.9 kJ/mol
Max |F|: 1.18 eV Å⁻¹
2S+1: 2
M: 106.1 g/mol
Charge: +1
E: -383.7370 Ha
Expectation value of S²: 0.76

---

A cluster of 2 separate species, C9H14O in total at a distorted geometry, computed with ωB97M-V/def2-TZVPD.

Geometry as XYZ:
```
24
Properties=species:S:1:pos:R:3:nbo_charge:R:1
C 0.886 2.566 3.155 -0.614
C 0.837 3.022 1.714 -0.613
H 0.562 1.518 3.253 0.202
H 1.823 2.638 3.648 0.208
H 0.062 2.996 3.734 0.204
H 1.230 2.240 1.052 0.204
H 1.495 3.832 1.455 0.206
H -0.178 3.248 1.394 0.204
C -2.228 0.270 -0.873 -0.638
C -0.077 -0.500 -1.946 -0.182
C -1.122 -0.683 -1.042 -0.056
C 0.999 -1.348 -2.144 -0.262
C -1.038 -1.911 -0.354 -0.174
C 0.953 -2.617 -1.551 0.300
C -0.093 -2.864 -0.690 -0.298
O 1.908 -3.529 -1.893 -0.678
H -0.106 0.383 -2.585 0.201
H 1.705 -1.042 -2.891 0.224
H -1.870 1.279 -0.664 0.220
H -2.960 0.064 -0.101 0.220
H -1.785 -2.064 0.416 0.207
H -0.241 -3.815 -0.241 0.212
H 2.156 -4.072 -1.132 0.482
H -2.915 0.388 -1.717 0.223
```

Calculated values
Frontier orbital gap: 9.34 eV
ΔE to the lowest compared entry with this formula, charge and spin: 68.4 kJ/mol
Max |F|: 2.40 eV Å⁻¹
2S+1: 1
M: 138.2 g/mol
Charge: 0
E: -426.5467 Ha
SMILES: Cc1ccc(O)cc1.CC

---

A cluster of 2 separate species, C4H13N3O in total, computed with ωB97M-V/def2-TZVPD.

Geometry as XYZ:
```
21
Properties=species:S:1:pos:R:3:nbo_charge:R:1
C -0.055 1.324 -2.136 -0.400
C 0.092 -1.121 -2.013 -0.427
N 0.479 0.163 -1.480 -0.427
C 1.323 0.232 -0.431 0.536
O 1.763 -0.722 0.171 -0.639
H 1.567 1.273 -0.159 0.111
H -1.144 1.343 -2.039 0.197
H 0.198 1.307 -3.199 0.197
H 0.354 2.228 -1.689 0.212
H 0.484 -1.894 -1.355 0.246
H -0.996 -1.196 -2.065 0.198
H 0.507 -1.258 -3.014 0.197
C -1.332 -0.111 1.620 -0.432
N -0.392 0.470 2.574 -0.463
N 0.589 -0.440 3.047 -0.675
H 0.115 1.240 2.148 0.336
H 0.114 -1.169 3.573 0.337
H 1.100 -0.882 2.272 0.351
H -1.986 -0.802 2.165 0.188
H -1.939 0.683 1.196 0.193
H -0.843 -0.667 0.813 0.164
```

Calculated values
Frontier orbital gap: 9.14 eV
ΔE to the lowest compared entry with this formula, charge and spin: 205.1 kJ/mol
Max |F|: 0.48 eV Å⁻¹
2S+1: 1
M: 119.2 g/mol
Charge: 0
E: -399.6692 Ha
SMILES: CN(C)C=O.CNN

---

A cluster of 2 separate species, C4H14N4 in total, computed with ωB97M-V/def2-TZVPD.

Geometry as XYZ:
```
22
Properties=species:S:1:pos:R:3:nbo_charge:R:1
C 0.470 -1.142 2.123 -0.421
C -1.521 0.446 0.626 -0.706
N 0.944 -0.057 1.242 -0.618
C -0.071 0.842 0.519 0.504
N 0.389 2.053 0.508 -0.863
H 1.570 0.599 1.709 0.428
H -0.307 2.708 0.166 0.345
H -0.169 -0.741 2.908 0.208
H -0.080 -1.857 1.517 0.238
H 1.332 -1.635 2.571 0.213
H -1.686 -0.617 0.460 0.235
H -2.072 0.997 -0.136 0.233
H -1.926 0.729 1.602 0.217
C 0.553 0.602 -2.272 -0.438
N 0.519 -0.240 -1.105 -0.534
N -0.225 -1.452 -1.295 -0.711
H 1.358 -0.415 0.312 0.485
H -1.089 -1.263 -1.814 0.315
H 0.315 -2.089 -1.881 0.335
H 1.194 0.196 -3.070 0.174
H 0.955 1.576 -1.980 0.216
H -0.452 0.758 -2.709 0.145
```

Calculated values
Frontier orbital gap: 7.82 eV
ΔE to the lowest compared entry with this formula, charge and spin: 368.3 kJ/mol
Max |F|: 0.34 eV Å⁻¹
2S+1: 1
M: 118.2 g/mol
Charge: 0
E: -379.6935 Ha

---

A structure of composition C15H31AgClF4N5O8S4 at a distorted geometry, computed with ωB97M-V/def2-TZVPD.

Geometry as XYZ:
```
69
Properties=species:S:1:pos:R:3:nbo_charge:R:1
Ag 1.241 -1.351 1.429 0.865
C -4.323 1.565 -4.810 -0.605
C -3.425 0.334 -4.903 -0.386
C -2.427 0.174 -3.799 -0.441
C -1.856 -1.215 -3.860 -0.175
N -0.444 -1.427 -3.174 -0.217
C 0.133 -2.820 -3.601 -0.204
C 1.570 -2.786 -3.319 -0.438
C 2.016 -1.345 -3.542 -0.439
C 0.676 -0.453 -3.684 -0.229
C -0.774 -1.307 -1.683 -0.407
H -5.103 1.489 -5.568 0.218
H -3.732 2.461 -4.999 0.210
H -4.735 1.730 -3.815 0.212
H -2.800 0.359 -5.796 0.196
H -4.004 -0.580 -5.038 0.201
H -2.928 0.240 -2.833 0.209
H -1.691 0.976 -3.746 0.230
H -1.718 -1.594 -4.873 0.209
H -2.490 -1.867 -3.258 0.223
H -0.411 -3.679 -3.210 0.242
H 0.116 -2.906 -4.688 0.206
H 1.766 -3.222 -2.339 0.247
H 2.054 -3.564 -3.909 0.236
H 2.767 -1.130 -2.782 0.260
H 2.582 -1.402 -4.472 0.227
H 0.703 0.461 -3.091 0.263
H 0.458 -0.090 -4.689 0.218
H -1.587 -0.603 -1.504 0.243
H 0.167 -1.150 -1.155 0.229
H -1.035 -2.339 -1.447 0.243
C -0.275 -0.296 5.249 -0.631
C -0.633 0.543 3.994 -0.230
N -0.789 1.934 4.241 -0.277
C -1.956 2.469 4.818 -0.034
C -1.751 3.811 5.098 -0.049
N -0.457 4.107 4.665 -0.302
C 0.111 2.990 4.107 0.277
C 0.238 5.423 4.826 -0.422
H 0.116 -1.274 4.968 0.267
H -1.166 -0.540 5.826 0.217
H 0.559 0.129 5.809 0.216
H -1.493 0.203 3.418 0.261
H 0.244 0.478 3.349 0.221
H -2.801 1.832 5.035 0.252
H -2.259 4.595 5.640 0.245
H 1.123 2.893 3.743 0.268
H 0.852 5.487 5.725 0.229
H -0.365 6.323 4.702 0.239
H 0.937 5.503 3.993 0.240
Cl -1.175 -2.725 1.716 -0.896
N 1.130 0.822 0.661 -1.151
S 2.459 1.858 0.270 2.330
O 2.847 2.783 1.309 -0.888
O 2.694 2.213 -1.144 -0.848
F 3.556 0.693 0.514 -0.495
S 0.118 1.928 0.268 2.437
O -0.118 1.978 -1.135 -0.933
O 0.035 3.179 0.938 -0.903
F -1.137 1.035 0.863 -0.526
N 2.774 -2.869 1.255 -1.234
S 2.954 -3.518 2.781 2.383
O 4.063 -2.928 3.536 -0.886
O 2.522 -4.872 3.033 -0.833
F 1.861 -2.593 3.578 -0.534
S 3.412 -4.014 0.502 2.472
O 2.498 -4.998 -0.005 -0.901
O 4.740 -4.385 0.871 -0.884
F 3.767 -3.156 -0.860 -0.546
```

Calculated values
Frontier orbital gap: 7.73 eV
ΔE to the lowest compared entry with this formula, charge and spin: 0.0 kJ/mol
Max |F|: 8.05 eV Å⁻¹
2S+1: 1
M: 757.0 g/mol
Charge: 0
E: -4065.0550 Ha